(1)
A structure of composition C34H39N8O4SW, computed with ωB97M-V/def2-TZVPD.

Values from the calculation:
**Kohn-Sham gap (spin up / spin down)**: 6.22 / 6.84 eV

The geometry in ORCA input format:
```
! RIJCOSX wB97M-V def2-TZVPD def2/J DEFGRID3
* xyz 1 3
W -0.69894 0.22651 0.37717
O 2.05045 3.10700 1.00846
C 1.26804 2.37491 0.47747
O 0.61687 1.39490 1.14094
C 0.86429 2.36105 -0.93317
C 1.45146 3.04180 -1.98503
C 0.99460 2.82335 -3.26772
C -0.09706 1.97406 -3.47033
C -0.65119 1.33294 -2.39136
N -0.15040 1.48066 -1.13607
C -1.81827 -0.73291 -1.43072
O -2.47445 -1.53175 -2.40439
O -2.41411 -0.58291 -0.19692
H 2.26639 3.71750 -1.76634
H 1.45087 3.31791 -4.11341
H -0.52284 1.85221 -4.45611
C -2.41853 3.54376 -0.95842
N -2.88667 2.16828 -0.69254
C -4.11743 2.26943 0.09845
C -3.08708 1.41879 -1.90286
C -4.23709 1.41103 -2.57873
C -4.43065 0.64210 -3.80079
C -3.54371 -0.25115 -4.22253
C -2.31117 -0.51435 -3.43145
C -1.91895 0.53343 -2.36934
N -0.44608 -1.09835 -1.11626
C -0.31341 -2.46645 -0.81514
C -0.30551 -3.43950 -1.81214
C -0.17271 -4.77528 -1.48526
C -0.01065 -5.15561 -0.16055
C -0.02496 -4.19715 0.83749
C -0.20187 -2.85716 0.52218
N -0.30337 -1.81200 1.56359
C 0.98025 -1.71005 2.30422
C -1.32349 -2.24950 2.54332
H -3.25467 4.18194 -1.26504
H -1.68136 3.57407 -1.75522
H -1.97410 3.95528 -0.04942
H -4.83596 2.96362 -0.35151
H -3.87081 2.64846 1.09133
H -4.58384 1.29040 0.18175
H -5.07364 2.01078 -2.24417
H -5.32683 0.83911 -4.37444
H -3.69205 -0.83447 -5.12111
H -1.46926 -0.78565 -4.07561
H -0.41167 -3.12733 -2.84089
H -0.18576 -5.51983 -2.26951
H 0.11759 -6.19788 0.09604
H 0.08448 -4.51902 1.86508
H 1.15892 -2.61817 2.88752
H 0.93618 -0.85546 2.98181
H 1.79293 -1.58676 1.59888
H -1.06021 -3.21852 2.96659
H -2.29094 -2.34260 2.05324
H -1.37479 -1.54124 3.36813
C 3.73309 0.39846 2.33258
N 4.46440 -0.25179 1.26499
C 5.70673 -0.86337 1.71052
C 4.03706 -0.30680 -0.01890
S 2.39059 -0.39811 -0.48227
N 4.98310 -0.37876 -0.97788
C 6.28827 0.25545 -0.83794
C 4.66722 -0.77071 -2.34174
H 4.26215 1.30125 2.64883
H 3.64474 -0.27309 3.18961
H 2.74890 0.68464 1.99784
H 5.48205 -1.49794 2.57062
H 6.44164 -0.12053 2.03078
H 6.13496 -1.48681 0.93212
H 6.31937 0.88052 0.04932
H 6.45748 0.89465 -1.70590
H 7.09292 -0.48125 -0.79520
H 3.85734 -1.49259 -2.34446
H 5.55680 -1.21859 -2.78507
H 4.36349 0.09249 -2.93996
N -5.74508 -0.96676 4.00672
C -4.75400 -0.40892 3.84865
C -3.51083 0.27478 3.66519
C -2.92089 0.98448 4.71101
C -1.74068 1.64661 4.41039
C -1.18498 1.55364 3.15716
N -1.68967 0.77858 2.15392
C -2.88450 0.20455 2.43570
H -3.38366 1.02601 5.68583
H -1.25280 2.25590 5.15763
H -0.28329 2.09625 2.92023
H -3.34874 -0.34650 1.63048
*
```

(2)
A structure of composition C29H33BrHfN9O2, computed with ωB97M-V/def2-TZVPD.

Values from the calculation:
**Kohn-Sham gap**: 6.66 eV

The geometry in ORCA input format:
```
! RIJCOSX wB97M-V def2-TZVPD def2/J DEFGRID3
* xyz 3 1
Hf 0.48627 -0.30528 0.07069
O 0.10897 2.62931 -2.21490
C -0.05625 2.28905 -3.54672
C -0.13116 3.29304 -4.48925
C -0.28256 2.95612 -5.82899
C -0.33909 1.62739 -6.22294
C -0.26233 0.63003 -5.26311
C -0.13669 0.94183 -3.91138
C -0.19489 -0.18457 -2.91423
O 0.76484 -0.12025 -1.86642
N -1.52170 -0.30397 -2.26717
N -1.58786 -0.07935 -0.89675
C -2.75971 0.16829 -0.41111
C -3.06700 0.30832 0.97659
Br -1.59157 -0.01318 2.12657
C -4.32231 0.59340 1.39699
C -4.97837 0.79504 2.66317
C -6.35419 1.06867 2.58957
C -7.09482 1.28325 3.73686
C -6.46879 1.22776 4.97303
C -5.10420 0.96010 5.06569
C -4.36047 0.74463 3.92510
H 0.44690 1.81698 -1.82437
H -0.06666 4.32614 -4.17465
H -0.34665 3.74223 -6.56938
H -0.44273 1.36957 -7.26718
H -0.31363 -0.40883 -5.57015
H -0.02188 -1.11355 -3.46196
H -2.26208 0.14402 -2.79505
H -3.60121 0.26932 -1.09377
H -4.99768 0.70170 0.55004
H -6.84232 1.10939 1.62353
H -8.15283 1.49341 3.66785
H -7.04433 1.39480 5.87403
H -4.62713 0.92325 6.03519
H -3.30637 0.54433 4.03320
N 0.00462 -2.60230 -0.41216
C 0.46968 -3.56022 0.58701
C 0.37157 -4.91175 0.43714
C 0.83297 -5.77467 1.45832
C 1.37297 -5.26337 2.60215
C 1.48631 -3.86085 2.77520
C 2.03529 -3.26576 3.93082
C 2.12935 -1.90155 4.02206
C 1.68030 -1.12739 2.94842
N 1.14233 -1.64260 1.85124
C 1.03519 -3.00655 1.75185
H -1.00772 -2.68709 -0.51288
H 0.37709 -2.84399 -1.32976
H -0.06556 -5.32907 -0.46255
H 0.74664 -6.84366 1.32302
H 1.72264 -5.91761 3.39035
H 2.38385 -3.89827 4.73844
H 2.54848 -1.41581 4.89109
H 1.77495 -0.04689 2.98260
C 4.98768 -0.67271 -1.50892
N 4.43254 0.67396 -1.32582
C 5.16280 1.81923 -1.89313
C 3.35084 0.82369 -0.57745
N 2.70750 -0.14304 0.04921
N 2.89367 2.13164 -0.43409
C 1.81477 2.58701 0.27747
N 1.78648 3.89499 0.50303
N 0.86199 1.76913 0.68715
H 5.71832 -0.63900 -2.30927
H 4.20008 -1.36312 -1.81058
H 5.47898 -1.02428 -0.60032
H 4.51351 2.41181 -2.53999
H 5.96429 1.43703 -2.51456
H 5.60771 2.43394 -1.10857
H 3.20753 -1.02242 -0.01931
H 3.46594 2.84480 -0.85687
H 2.53471 4.50660 0.21811
H 0.96354 4.33499 0.88281
H 0.13863 2.27274 1.19011
*
```

(3)
A cluster of 2 separate species, C3H2Br3F in total, computed with ωB97M-V/def2-TZVPD.

Values from the calculation:
**Kohn-Sham gap**: 8.29 eV
**SMILES string**: FC(Br)Br.C#CBr

The geometry in ORCA input format:
```
! RIJCOSX wB97M-V def2-TZVPD def2/J DEFGRID3
* xyz 0 1
F 1.20012 1.51081 -1.18212
C 1.01194 0.97819 0.04026
Br 1.50419 1.93121 1.58919
Br 2.43088 -0.94775 0.16018
H -0.06176 1.17330 0.18117
C -1.76265 -0.76663 -0.77330
C -1.27415 -1.46848 0.01175
Br -0.68090 -2.18079 1.48361
H -2.36768 -0.22987 -1.51073
*
```

Going through the records in order, we get energy relative to the best compared isomer or geometry (same formula, charge and spin) values of 328.1 3.3 337.5 kJ/mol.
Going through the records in order, we get largest force on an atom values of 3.75 0.64 5.97 eV/Å.